Molecular formula: C5H14
Method: DFT, ωB97M-V/def2-TZVPD

The geometry in XYZ format:
```
19
Properties=species:S:1:pos:R:3:forces:R:3
C -0.52889 -0.96671 -1.39538 -0.2 0.2 -0.4
C 0.24589 0.32457 -1.69639 -0.3 0.7 0.2
C 0.26170 -2.25462 -1.59875 0.8 -0.2 -0.9
H -1.42305 -0.96398 -2.02446 0.0 -0.1 -0.1
H -0.91737 -0.85407 -0.39098 0.0 -0.2 0.2
H 0.77199 0.78015 -0.86127 0.4 -0.7 0.4
H 0.97040 0.29743 -2.50934 -0.3 -0.3 -0.3
H 0.18282 -3.06667 -0.88252 -0.1 0.3 0.5
H 1.30681 -1.97127 -1.71747 0.3 -0.2 0.5
H -0.48798 1.12126 -1.86332 -0.1 0.0 -0.5
H 0.08674 -2.76344 -2.55996 -0.5 0.4 0.0
C -0.38384 1.08370 1.53871 -1.6 0.6 0.0
C 0.29303 1.54225 2.80796 1.0 -1.4 0.8
H -0.20833 0.06718 1.21068 1.1 0.0 0.0
H -1.47900 1.02567 1.63617 0.0 0.3 0.4
H -0.25468 1.82960 0.75581 0.3 -0.3 -0.3
H -0.09066 2.43988 3.29169 0.0 0.1 -0.3
H 1.38808 1.58966 2.69707 -0.2 0.6 -0.4
H 0.26635 0.73942 3.56177 -0.5 0.1 0.1
```
Forces are in eV/Å.

Multiplicity = 2
Energy above the lowest of the compared OMol25 structures with the same formula, charge and spin = 57.23 kJ/mol
Strongest force on any atom = 1.91 eV/A
Electronic energy = -5409.91572 eV
Kohn-Sham gap (spin up / spin down) = 2.689 / 11.754 eV
Total charge = -1

***

Molecular formula: C5H12N2O
Method: DFT, ωB97M-V/def2-TZVPD

The geometry in XYZ format:
```
20
Properties=species:S:1:pos:R:3:forces:R:3
C -2.87939 1.14412 0.34668 -1.7 -0.2 -2.9
C -1.98540 0.16453 0.50105 0.3 1.7 1.7
C 2.72773 1.28158 0.00532 0.1 -1.0 0.0
C 0.23450 -1.54703 1.31831 -1.1 0.7 -0.8
C -1.16901 -0.47799 -0.44145 0.8 -0.6 0.2
N 0.74774 -1.63060 -0.98521 0.4 0.6 1.3
N -0.13274 -1.21339 0.02459 -0.6 0.6 -0.4
O -1.12948 -0.05684 -1.79961 -2.0 0.5 1.8
H -3.18252 1.79746 1.11571 -0.3 0.2 1.0
H -3.47567 1.29895 -0.59966 0.9 0.0 0.8
H -1.70872 0.18960 1.56604 0.6 -0.8 -0.6
H 2.06412 0.80727 -0.73735 -0.2 0.3 1.0
H 2.70447 0.99695 1.06443 -1.1 0.2 -0.3
H 3.67849 0.91278 -0.23733 1.7 -0.8 -0.7
H -0.26140 -1.07429 2.20706 0.4 -0.6 -1.4
H 1.28717 -1.64812 1.27308 0.8 -0.4 0.6
H 2.87376 2.31585 -0.15719 -0.5 1.3 0.1
H 1.04318 -2.57226 -0.80558 -0.2 -0.2 -0.5
H 0.45220 -1.30297 -1.88469 -0.1 -0.5 -0.3
H -1.88901 0.61440 -1.77419 1.6 -1.2 -0.6
```
Forces are in eV/Å.

Multiplicity = 1
Energy above the lowest of the compared OMol25 structures with the same formula, charge and spin = 595.26 kJ/mol
Strongest force on any atom = 3.39 eV/A
Electronic energy = -10402.25454 eV
Kohn-Sham gap (spin up / spin down) = 6.868 / 7.064 eV
Total charge = 0

***

Molecular formula: C3H8N4O
Method: DFT, ωB97M-V/def2-TZVPD

The geometry in XYZ format:
```
16
Properties=species:S:1:pos:R:3:forces:R:3
C 0.59528 1.67063 0.14790 0.9 0.9 0.4
C 0.12515 -0.96012 0.04286 -4.5 2.4 -4.1
C -1.33944 -0.96257 -0.28398 -3.1 3.4 2.8
H 1.43137 1.84002 0.94200 -0.8 -0.2 -1.9
H 0.68841 2.69213 -0.77362 -0.7 -3.8 3.0
H -0.22828 1.64522 0.87214 -0.7 0.6 -1.2
H 2.35639 -0.54266 0.49933 0.3 2.3 -0.2
H 2.42069 -0.76483 -0.91083 -0.3 1.7 -0.9
H 1.53297 -2.01911 0.24169 -1.5 -1.7 -0.3
H -1.79456 -1.93711 0.08605 0.0 1.3 -1.1
H -3.86147 0.93175 0.20681 2.8 -3.2 -1.6
N 0.76563 0.22795 -0.38096 2.1 1.7 1.1
N 2.20093 0.11344 -0.35385 0.8 -4.6 0.8
N 0.46574 -2.16639 0.08809 5.2 0.0 1.8
N -2.01761 0.21215 -0.31210 2.6 -3.1 0.5
O -3.34119 0.01951 -0.11153 -3.2 2.3 1.1
```
Forces are in eV/Å.

Multiplicity = 1
Energy above the lowest of the compared OMol25 structures with the same formula, charge and spin = 765.25 kJ/mol
Strongest force on any atom = 6.53 eV/A
Electronic energy = -11241.69241 eV
Kohn-Sham gap = 9.872 eV
Total charge = 0

***

Molecular formula: C5H9NO4
Method: DFT, ωB97M-V/def2-TZVPD

The geometry in XYZ format:
```
19
Properties=species:S:1:pos:R:3:forces:R:3
N -2.79349 -0.16330 0.15976 -0.6 1.7 0.0
C -1.43893 0.35465 0.08976 0.4 -0.4 3.1
C -0.46500 -0.58934 0.89594 -0.8 0.0 -2.2
C 0.76523 0.26138 1.13584 0.7 -0.4 -0.1
C 1.95753 -0.70867 1.03963 0.0 1.5 -0.1
O 2.37413 -1.34359 1.95404 0.3 -0.4 0.3
O 2.48277 -0.75577 -0.20405 -0.5 -0.2 0.3
C -0.85837 0.73278 -1.21994 0.2 -0.7 -1.1
O 0.13951 0.27459 -1.74157 -0.6 0.5 0.0
O -1.62779 1.68548 -1.74672 0.0 0.4 -1.3
H -3.42344 0.60542 -0.06261 -0.1 -0.2 0.2
H -3.05389 -0.87686 -0.47979 0.4 -0.9 -0.7
H -1.44350 1.38276 0.62512 -0.2 -1.6 -0.4
H -0.21508 -1.50842 0.27632 -0.3 1.1 0.4
H -0.95914 -1.00526 1.75432 -0.2 0.3 0.6
H 0.73472 0.73945 2.11335 0.1 0.0 0.0
H 0.76030 1.03438 0.32129 0.7 -0.6 1.1
H 1.80904 -0.29825 -0.73347 0.4 -0.1 -0.7
H -1.36624 1.87942 -2.67381 0.1 -0.2 0.7
```
Forces are in eV/Å.

Multiplicity = 1
Energy above the lowest of the compared OMol25 structures with the same formula, charge and spin = 85.80 kJ/mol
Strongest force on any atom = 3.19 eV/A
Electronic energy = -15011.35477 eV
Kohn-Sham gap = 10.189 eV
Total charge = 0

***

Molecular formula: C30H67N4O24P6S2
Method: DFT, ωB97M-V/def2-TZVPD

The geometry in XYZ format:
```
133
Properties=species:S:1:pos:R:3:forces:R:3
S 1.32779 -0.35412 7.92600 0.8 0.3 -1.1
C 1.97924 0.32236 6.58248 -0.2 0.9 0.1
S 2.36500 2.10947 6.52331 -0.2 -1.4 -0.5
C 1.65665 2.74149 4.93649 -0.8 1.0 -0.3
C 0.11530 3.14025 5.16759 0.6 -1.1 0.5
C -0.84820 2.17303 4.36620 0.0 0.7 -0.2
N -2.14087 2.75599 4.01708 -0.8 -2.1 0.5
C -3.19254 1.94746 4.51590 2.0 1.8 -1.9
C -4.09594 1.40731 3.47982 -2.7 -1.7 2.4
C -5.21109 0.56910 3.97110 3.2 2.3 1.8
C -5.22267 0.43641 5.44445 -0.4 -0.3 -0.3
C -4.24443 1.01315 6.34836 -0.7 -0.4 -2.6
N -3.21457 1.76947 5.88011 -1.9 -1.5 -0.4
N 2.26170 -0.42162 5.37178 -0.2 -0.9 -1.8
C 1.38835 -0.55761 4.30146 -0.7 -1.2 -3.1
C 1.99341 -1.31964 3.23780 0.2 1.8 4.3
N 3.27331 -1.65947 3.72735 -0.5 0.7 0.9
C 3.40226 -1.13017 4.95675 -0.2 -0.2 -0.9
H 1.79631 2.04694 4.06999 -0.1 0.4 0.9
H 2.22198 3.68474 4.68971 -0.2 -1.1 0.4
H -0.04566 4.22497 4.94255 0.0 -1.0 0.0
H -0.07303 2.95490 6.26404 -0.1 0.6 -1.1
H -0.30779 1.91079 3.39573 -0.3 0.2 0.8
H -0.95463 1.20494 4.94174 0.2 0.9 -0.3
H -3.98823 1.61470 2.39073 0.2 0.0 1.3
H -5.95781 0.09684 3.30065 0.6 0.4 0.7
H -6.04824 -0.16827 5.90468 0.8 0.6 -0.4
H -4.34412 0.81378 7.43988 0.2 0.3 -0.9
H 0.35282 -0.19264 4.14476 1.0 0.1 1.1
H 1.51231 -1.53798 2.26606 0.8 -0.1 0.8
H 4.30960 -1.21977 5.58821 -0.9 0.1 -0.5
C 4.76103 -0.85826 0.72148 0.1 0.3 0.5
O 3.84234 -1.61485 -0.08552 2.0 2.6 -1.5
P 4.36703 -1.94543 -1.67332 -4.5 -7.8 -0.8
O 2.99331 -2.37835 -2.12819 0.4 1.2 0.1
O 5.26336 -3.21166 -1.14450 0.7 0.6 -0.7
C 4.64398 -4.21271 -0.34504 0.0 0.0 0.7
O 5.10219 -2.04539 -3.19353 1.4 3.3 1.5
C 4.91214 -3.23042 -3.94561 -0.2 -0.6 -0.1
H 4.37271 -0.81443 1.73785 -0.1 -0.1 -0.1
H 5.74419 -1.33648 0.73987 0.0 0.0 0.0
H 4.85241 0.15523 0.32761 0.0 0.0 0.2
H 3.56521 -4.25092 -0.49733 0.1 0.2 -0.1
H 4.85647 -4.01671 0.70829 -0.1 -0.1 0.0
H 5.07039 -5.18160 -0.60770 0.1 0.1 -0.1
H 3.86214 -3.36828 -4.20390 0.0 0.1 0.2
H 5.28824 -4.10233 -3.40842 -0.1 0.0 0.1
H 5.47998 -3.12515 -4.87184 0.1 0.3 0.2
C -9.47843 5.59257 0.54565 -0.3 0.0 -0.1
O -8.77421 4.47640 1.09563 1.3 3.0 -0.7
P -7.61141 4.87072 2.29895 -0.1 -7.4 4.9
O -6.97643 3.50654 2.25153 0.0 0.7 -1.3
O -8.80051 4.94826 3.43466 0.3 0.9 0.1
C -9.69747 3.85794 3.57607 -0.5 0.0 -0.3
O -6.50500 5.50016 3.41043 -0.5 3.0 -2.4
C -6.23845 4.72224 4.57726 0.0 -0.6 0.5
H -10.26340 5.21676 -0.11080 0.1 -0.1 0.0
H -9.93902 6.19010 1.33737 0.0 0.0 0.0
H -8.79564 6.21702 -0.03510 -0.2 0.0 -0.1
H -9.27111 2.92374 3.20639 0.1 0.1 -0.1
H -10.62351 4.07529 3.03714 0.0 -0.1 0.0
H -9.93311 3.74205 4.63496 0.1 0.2 0.0
H -5.77881 3.76898 4.31648 -0.1 0.0 -0.2
H -7.14500 4.55819 5.16196 0.0 0.0 -0.1
H -5.53198 5.27979 5.19392 0.0 0.3 -0.3
C 4.32017 5.28762 -1.88802 -0.2 0.2 -0.4
O 4.53582 5.20960 -0.47166 -0.4 -2.9 -2.1
P 5.41905 3.84801 0.05368 3.5 3.8 7.5
O 5.04455 4.05820 1.49931 -0.7 -0.5 -1.0
O 6.83995 4.58440 -0.31181 0.1 -0.9 -0.5
C 7.10500 5.87835 0.21056 -0.2 0.5 -0.3
O 6.22310 2.37926 0.28649 -2.1 -0.6 -3.3
C 7.18779 2.29246 1.32190 0.4 0.2 0.5
H 3.85321 6.24515 -2.11449 0.0 -0.1 0.1
H 5.26678 5.22028 -2.43142 0.0 0.0 0.0
H 3.65492 4.48185 -2.20274 -0.1 0.2 -0.1
H 6.52917 6.08280 1.11479 -0.1 -0.1 -0.1
H 6.87440 6.63089 -0.54699 0.0 0.1 0.1
H 8.16776 5.94160 0.44814 0.0 -0.2 -0.1
H 6.72882 2.43768 2.29976 -0.1 0.2 -0.1
H 7.99413 3.01132 1.17022 -0.1 0.0 0.0
H 7.61213 1.28740 1.29060 -0.2 0.0 -0.3
C 2.73610 -11.24146 -0.60033 -0.1 -0.4 0.1
O 3.28378 -10.23833 0.26407 -0.7 0.5 -3.5
P 2.71883 -8.64762 -0.01735 0.7 3.4 8.4
O 3.80283 -8.02554 0.82793 0.2 -0.6 -1.3
O 1.36055 -8.94788 0.85097 -0.3 0.3 -0.9
C 1.47667 -9.46789 2.16890 0.0 -0.6 0.2
O 2.05908 -7.19712 -0.57318 0.2 -2.4 -3.2
C 1.75847 -6.19053 0.38404 -0.2 0.4 0.7
H 3.07298 -12.21756 -0.25267 0.1 0.1 0.0
H 1.64349 -11.21857 -0.57828 0.0 0.0 0.0
H 3.08607 -11.08612 -1.62277 0.0 -0.2 0.0
H 2.44459 -9.23892 2.61776 0.0 0.0 -0.2
H 1.33102 -10.55045 2.14730 0.1 0.0 0.1
H 0.69107 -9.02587 2.78234 0.0 0.1 -0.2
H 2.66016 -5.83842 0.88345 0.0 -0.3 0.0
H 1.03475 -6.54689 1.11764 0.1 -0.1 0.0
H 1.31675 -5.34696 -0.14864 0.0 -0.2 -0.3
C -0.14080 0.29381 -3.52351 -0.1 -0.5 0.1
O 0.27855 1.51679 -2.89561 -0.4 -0.2 -3.6
P -0.38100 2.94150 -3.56754 -0.2 4.6 7.9
O 0.59987 3.83358 -2.84452 0.4 -0.6 -1.2
O -1.76015 2.72812 -2.71037 -0.3 0.2 -1.1
C -1.68507 2.52955 -1.29938 0.1 -0.6 0.4
O -1.12878 4.17390 -4.45428 0.5 -2.8 -2.7
C -1.55752 5.32952 -3.75398 -0.1 0.3 0.5
H 0.24381 -0.54359 -2.94273 0.1 0.1 0.0
H -1.23094 0.22904 -3.55513 0.0 0.0 0.0
H 0.25915 0.24155 -4.53702 0.0 -0.2 0.1
H -0.76613 2.93632 -0.87499 0.0 0.0 -0.2
H -1.74768 1.46241 -1.07856 0.1 0.1 0.1
H -2.53679 3.02809 -0.83658 0.0 0.0 -0.2
H -0.71229 5.86065 -3.31645 0.0 -0.2 0.1
H -2.28551 5.07511 -2.98290 0.1 0.0 0.0
H -2.03840 5.99092 -4.47691 0.0 -0.3 -0.2
C -2.14712 0.36123 -9.14556 0.2 0.1 -0.3
O -1.56318 -0.55185 -8.20936 -2.9 1.9 0.2
P -2.68171 -1.54236 -7.36000 5.8 -6.9 1.4
O -1.60313 -1.93954 -6.37370 -0.4 1.3 0.1
O -2.74712 -2.57687 -8.63647 -1.0 0.2 0.1
C -1.53754 -3.05086 -9.21096 0.3 0.3 -0.4
O -3.88255 -2.45080 -6.57482 -2.0 3.1 -0.8
C -3.59203 -3.79812 -6.24299 0.3 -0.5 0.0
H -1.34484 0.84401 -9.70306 0.0 -0.1 0.1
H -2.79609 -0.16642 -9.84973 0.0 0.0 0.0
H -2.72273 1.12307 -8.61604 0.1 0.1 -0.2
H -0.70334 -3.00651 -8.50867 -0.1 0.1 0.1
H -1.29936 -2.45966 -10.09835 0.1 -0.1 0.0
H -1.68585 -4.08755 -9.51630 -0.2 0.1 0.1
H -2.77450 -3.85863 -5.52497 0.1 0.2 -0.1
H -3.35823 -4.38229 -7.13437 0.1 0.0 0.0
H -4.48486 -4.22073 -5.77919 -0.1 0.3 -0.1
```
Forces are in eV/Å.

Multiplicity = 1
Energy above the lowest of the compared OMol25 structures with the same formula, charge and spin = 1511.29 kJ/mol
Strongest force on any atom = 9.14 eV/A
Electronic energy = -164685.34184 eV
Kohn-Sham gap = 1.168 eV
Total charge = -1

***

Molecular formula: C3H8NO2
Method: DFT, ωB97M-V/def2-TZVPD

The geometry in XYZ format:
```
14
Properties=species:S:1:pos:R:3:forces:R:3
O -0.00253 -0.81457 -1.60861 0.3 0.9 0.5
C 0.79024 -0.46161 -2.43560 0.7 -1.6 -1.7
O 2.11864 -0.70951 -2.35064 0.0 -0.5 0.6
H 0.52599 -0.06083 -3.41730 -0.4 0.4 0.0
H 2.53542 -1.16195 -3.12249 -0.6 0.9 0.4
C -1.60257 0.61786 1.97208 -1.0 -0.5 0.0
C 0.60138 0.04448 1.08455 -0.2 0.4 1.5
N -0.65635 0.19203 0.92213 0.9 0.6 -2.1
H -1.33108 1.57092 2.44977 0.1 -0.4 -0.4
H -1.74302 -0.17215 2.75136 0.3 0.6 -0.8
H -2.54584 0.72465 1.41751 0.2 0.1 0.6
H 0.93264 0.27936 2.10013 0.2 -0.4 -0.2
H 1.34067 -0.24679 0.34121 -0.6 0.1 -0.2
H -0.96359 0.19811 -0.10410 0.2 -0.7 1.7
```
Forces are in eV/Å.

Multiplicity = 1
Energy above the lowest of the compared OMol25 structures with the same formula, charge and spin = 178.50 kJ/mol
Strongest force on any atom = 2.43 eV/A
Electronic energy = -8818.10235 eV
Kohn-Sham gap = 10.405 eV
Total charge = +1